No. 1
{
  "formula": "C40H82O5Si2",
  "method": "the ωB97M-V functional and the def2-TZVPD basis",
  "total_energy_ha": -2528.5415,
  "charge": 0,
  "species": ["C", "C", "O", "C", "C", "C", "C", "C", "Si", "C", "C", "C", "O", "O", "Si", "C", "C", "O", "C", "C", "O", "C", "C", "C", "C", "C", "C", "C", "C", "C", "C", "C", "C", "C", "C", "H", "H", "H", "H", "H", "H", "H", "H", "H", "H", "H", "H", "H", "H", "H", "H", "H", "H", "H", "H", "H", "H", "H", "H", "H", "H", "H", "H", "H", "H", "H", "H", "H", "H", "H", "H", "H", "H", "H", "H", "H", "H", "H", "H", "H", "H", "H", "H", "H", "H", "H", "H", "H", "H", "C", "C", "C", "C", "C", "C", "H", "H", "H", "H", "H", "H", "H", "H", "H", "H", "H", "H", "H", "H", "C", "C", "C", "C", "C", "C", "H", "H", "H", "H", "H", "H", "H", "H", "H", "H", "H", "H", "H", "H"],
  "positions_angstrom": [[2.86, -4.73, 1.45], [2.85, -4.64, 2.96], [3.05, -3.32, 3.45], [1.86, -2.62, 3.71], [2.15, -1.35, 4.50], [3.41, -0.56, 4.10], [3.15, 0.70, 3.24], [3.64, 0.62, 1.80], [2.93, -0.72, 0.70], [3.65, -0.55, -1.03], [4.58, -1.71, -1.39], [5.45, -1.42, -2.60], [3.81, -2.89, -1.59], [1.27, -0.68, 0.62], [0.31, 0.67, 0.60], [0.95, 1.89, -0.70], [0.47, 3.34, -0.50], [-0.24, 3.43, 0.71], [-0.61, 4.73, 1.12], [-2.03, 5.08, 0.68], [-2.98, 4.72, 1.68], [-3.60, 3.51, 1.43], [-3.16, 2.37, 2.06], [-3.74, 1.16, 1.77], [-4.77, 1.05, 0.83], [-5.36, -0.31, 0.43], [-6.84, -0.12, 0.09], [-4.59, -0.77, -0.84], [-5.15, -1.30, 1.60], [-5.88, -2.67, 1.67], [-7.33, -2.54, 2.18], [-5.11, -3.49, 2.72], [-5.84, -3.45, 0.36], [-5.20, 2.22, 0.22], [-4.63, 3.44, 0.52], [2.84, -5.78, 1.14], [2.00, -4.22, 1.01], [3.76, -4.29, 1.04], [1.91, -5.03, 3.36], [3.67, -5.24, 3.37], [1.31, -2.40, 2.79], [1.20, -3.25, 4.32], [1.28, -0.70, 4.41], [2.22, -1.63, 5.55], [4.12, -1.23, 3.61], [3.89, -0.23, 5.02], [3.64, 1.54, 3.72], [2.08, 0.93, 3.27], [3.54, 1.58, 1.29], [4.72, 0.40, 1.82], [3.32, -2.04, 1.23], [4.16, 0.41, -1.14], [2.83, -0.55, -1.75], [5.22, -1.96, -0.55], [4.83, -1.45, -3.50], [5.86, -0.41, -2.54], [6.27, -2.13, -2.69], [3.30, -2.77, -2.40], [-1.04, 0.24, 0.19], [0.23, 1.21, 1.97], [0.57, 1.54, -1.66], [2.03, 1.88, -0.76], [1.32, 4.03, -0.48], [-0.18, 3.63, -1.33], [-0.56, 4.75, 2.21], [0.10, 5.47, 0.74], [-2.25, 4.52, -0.23], [-2.11, 6.14, 0.47], [-2.34, 2.43, 2.77], [-3.35, 0.29, 2.27], [-6.94, 0.38, -0.88], [-7.34, 0.52, 0.82], [-7.36, -1.06, 0.00], [-3.82, -1.49, -0.60], [-5.27, -1.21, -1.57], [-4.12, 0.09, -1.33], [-5.41, -0.77, 2.52], [-4.08, -1.51, 1.66], [-7.44, -1.70, 2.87], [-8.05, -2.44, 1.38], [-7.60, -3.45, 2.73], [-5.23, -3.05, 3.72], [-5.51, -4.50, 2.77], [-4.05, -3.54, 2.49], [-4.83, -3.52, -0.02], [-6.21, -4.46, 0.52], [-6.45, -2.99, -0.42], [-5.99, 2.20, -0.51], [-4.97, 4.34, 0.03], [-3.79, 5.60, -3.06], [-3.75, 7.00, -3.65], [-3.42, 8.08, -2.62], [-4.41, 8.19, -1.47], [-5.86, 8.45, -1.89], [-6.05, 9.76, -2.65], [-4.57, 5.51, -2.30], [-3.98, 4.85, -3.83], [-2.84, 5.35, -2.58], [-4.70, 7.22, -4.14], [-3.00, 7.04, -4.45], [-3.33, 9.05, -3.13], [-2.43, 7.88, -2.21], [-4.09, 9.00, -0.81], [-4.38, 7.28, -0.87], [-6.48, 8.46, -1.00], [-6.22, 7.62, -2.50], [-5.71, 10.61, -2.05], [-7.10, 9.93, -2.89], [-5.49, 9.77, -3.58], [6.89, -5.38, -0.14], [7.64, -4.84, -1.36], [7.29, -5.56, -2.66], [7.61, -7.05, -2.68], [9.08, -7.39, -2.41], [10.04, -6.81, -3.43], [7.13, -6.42, 0.06], [7.13, -4.81, 0.76], [5.81, -5.30, -0.30], [8.72, -4.90, -1.17], [7.41, -3.78, -1.47], [7.80, -5.06, -3.49], [6.22, -5.43, -2.85], [7.33, -7.45, -3.66], [6.98, -7.57, -1.95], [9.18, -8.48, -2.40], [9.36, -7.05, -1.40], [9.79, -7.15, -4.44], [11.07, -7.11, -3.22], [10.01, -5.71, -3.43]]
}



No. 2
{
  "formula": "C4H6FHgO4",
  "method": "the ωB97M-V functional and the def2-TZVPD basis",
  "e_above_lowest_ev": 2.032,
  "total_energy_ha": -709.8171,
  "charge": 1,
  "species": ["C", "O", "H", "H", "H", "C", "O", "C", "C", "O", "O", "F", "H", "H", "H", "Hg"],
  "positions_angstrom": [[0.31, -0.97, -2.93], [1.10, -0.91, -1.80], [0.20, 0.01, -3.45], [0.72, -1.67, -3.70], [-0.73, -1.32, -2.73], [-0.61, 0.95, 2.37], [0.42, 0.13, 2.16], [0.44, -0.24, 0.61], [-0.46, 0.88, 0.12], [-1.22, 1.31, 1.30], [-0.97, 1.10, 3.54], [-0.18, -1.45, 0.61], [1.51, -0.20, 0.46], [0.11, 1.74, -0.23], [-1.19, 0.55, -0.62], [0.56, 0.09, 4.28]]
}



No. 3
{
  "formula": "C24H31N3O3PPd",
  "method": "the ωB97M-V functional and the def2-TZVPD basis",
  "e_above_lowest_ev": 0.000,
  "total_energy_ha": -1792.1978,
  "charge": 1,
  "species": ["Pd", "C", "O", "C", "O", "N", "N", "H", "H", "H", "H", "H", "H", "N", "C", "C", "C", "C", "C", "C", "P", "C", "C", "C", "C", "C", "C", "C", "C", "C", "C", "C", "C", "H", "H", "H", "H", "H", "H", "H", "H", "H", "H", "H", "H", "H", "H", "H", "H", "C", "C", "C", "C", "O", "H", "H", "H", "H", "H", "H", "H", "H", "H"],
  "positions_angstrom": [[-0.90, -0.63, 0.55], [-6.05, -1.62, -0.75], [-4.81, -2.01, -0.17], [-3.88, -1.11, 0.12], [-2.87, -1.51, 0.71], [-4.11, 0.17, -0.23], [-3.15, 1.14, 0.08], [-6.66, -2.52, -0.77], [-5.90, -1.28, -1.78], [-6.54, -0.85, -0.15], [-4.79, 0.35, -0.95], [-3.62, 2.00, 0.32], [-2.51, 1.24, -0.71], [-0.74, -1.04, 2.59], [0.55, -0.75, 3.21], [0.79, -1.10, 4.53], [2.04, -0.85, 5.08], [3.04, -0.26, 4.31], [2.79, 0.08, 3.00], [1.53, -0.15, 2.44], [1.10, 0.27, 0.74], [2.52, -0.23, -0.25], [3.18, 0.65, -1.09], [4.25, 0.20, -1.85], [4.66, -1.12, -1.76], [4.01, -2.00, -0.90], [2.94, -1.56, -0.15], [0.97, 2.07, 0.62], [0.38, 2.60, -0.54], [0.29, 3.97, -0.69], [0.76, 4.82, 0.31], [1.33, 4.30, 1.46], [1.44, 2.92, 1.61], [-0.98, -2.02, 2.71], [-1.48, -0.51, 3.05], [0.02, -1.57, 5.13], [2.24, -1.12, 6.11], [4.02, -0.09, 4.74], [3.57, 0.52, 2.39], [2.86, 1.68, -1.17], [4.76, 0.88, -2.52], [5.50, -1.47, -2.35], [4.33, -3.03, -0.83], [2.42, -2.25, 0.51], [0.00, 1.93, -1.29], [-0.16, 4.38, -1.58], [0.68, 5.89, 0.19], [1.69, 4.96, 2.23], [1.88, 2.52, 2.52], [0.34, -1.73, -2.40], [-0.98, -0.97, -2.43], [-1.04, -0.10, -3.68], [-2.14, -1.96, -2.44], [-1.09, -0.07, -1.34], [0.41, -2.41, -3.25], [0.41, -2.33, -1.48], [1.18, -1.04, -2.43], [-0.96, -0.70, -4.59], [-0.22, 0.62, -3.68], [-1.98, 0.46, -3.72], [-2.09, -2.61, -3.32], [-3.10, -1.43, -2.49], [-2.13, -2.59, -1.55]]
}



No. 4
{
  "formula": "C5H5NS2",
  "method": "the ωB97M-V functional and the def2-TZVPD basis",
  "e_above_lowest_ev": 1.137,
  "smiles": "C=c1[nH]c(=S)c(=C)s1",
  "total_energy_ha": -1044.5935,
  "charge": 0,
  "species": ["C", "C", "C", "C", "C", "H", "H", "H", "H", "H", "N", "S", "S"],
  "positions_angstrom": [[-2.76, -1.07, 0.10], [-1.57, -0.47, -0.06], [0.70, -0.47, 0.01], [0.49, 1.03, 0.01], [1.43, 1.97, 0.15], [-3.65, -0.44, 0.07], [-2.89, -2.18, 0.15], [-0.29, -2.12, -0.17], [2.50, 1.58, 0.50], [1.22, 3.03, -0.18], [-0.39, -1.17, 0.10], [2.24, -1.01, -0.06], [-1.24, 1.17, -0.09]]
}



No. 5
{
  "formula": "C32H27N2ReS6Sb",
  "method": "the ωB97M-V functional and the def2-TZVPD basis",
  "multiplicity": 2,
  "total_energy_ha": -4052.7641,
  "charge": -2,
  "s2": 0.785,
  "species": ["Re", "S", "C", "S", "S", "S", "C", "C", "C", "C", "N", "C", "C", "C", "S", "C", "N", "H", "H", "S", "Sb", "C", "C", "C", "C", "C", "C", "C", "C", "C", "C", "C", "C", "C", "C", "C", "C", "C", "C", "H", "H", "H", "H", "H", "H", "H", "H", "H", "H", "H", "H", "H", "H", "H", "C", "C", "C", "C", "C", "H", "H", "H", "H", "H", "H", "H", "H", "H", "H"],
  "positions_angstrom": [[-0.06, -2.12, 0.36], [-1.90, -5.78, 2.41], [-1.32, -4.39, 1.74], [-0.23, -3.30, 2.50], [-1.77, -3.85, 0.15], [0.16, -1.53, -2.01], [0.89, -2.95, -2.71], [0.96, -3.04, -4.09], [1.59, -4.12, -4.71], [1.76, -4.12, -6.10], [1.92, -4.09, -7.24], [2.13, -5.16, -3.92], [2.05, -5.08, -2.54], [1.47, -3.97, -1.91], [1.54, -3.89, -0.21], [2.78, -6.26, -4.52], [3.33, -7.16, -4.97], [0.53, -2.25, -4.69], [2.46, -5.86, -1.92], [2.00, -0.77, 1.01], [1.10, 1.34, 0.82], [2.58, 2.55, 1.84], [3.04, 3.77, 1.39], [3.99, 4.47, 2.11], [4.46, 3.97, 3.31], [3.97, 2.76, 3.78], [3.04, 2.05, 3.05], [0.84, 2.09, -1.22], [1.70, 2.96, -1.87], [1.42, 3.37, -3.16], [0.28, 2.92, -3.80], [-0.55, 2.01, -3.17], [-0.27, 1.60, -1.88], [-0.58, 1.41, 2.10], [-0.95, 2.58, 2.72], [-1.91, 2.59, 3.71], [-2.47, 1.37, 4.14], [-2.13, 0.20, 3.56], [-1.16, 0.07, 2.43], [2.65, 4.19, 0.47], [4.37, 5.41, 1.73], [5.20, 4.52, 3.87], [4.32, 2.37, 4.73], [2.67, 1.10, 3.40], [2.61, 3.31, -1.39], [2.09, 4.05, -3.68], [0.05, 3.25, -4.81], [-1.41, 1.61, -3.69], [-0.88, 0.85, -1.40], [-0.50, 3.52, 2.40], [-2.21, 3.52, 4.19], [-3.19, 1.37, 4.96], [-2.54, -0.74, 3.92], [-2.20, -1.62, 1.80], [-4.25, -0.68, 1.22], [-2.98, -0.17, 0.50], [-3.07, -0.66, -0.96], [-3.07, 1.36, 0.50], [-1.75, -0.78, 1.25], [-5.15, -0.31, 0.72], [-4.26, -0.34, 2.25], [-4.27, -1.77, 1.20], [-4.10, -0.90, -1.23], [-2.48, -1.56, -1.10], [-2.72, 0.09, -1.66], [-3.90, 1.68, -0.13], [-2.16, 1.82, 0.13], [-3.25, 1.73, 1.51], [-0.34, -0.58, 2.80]]
}



No. 6
{
  "formula": "C4H4N2O",
  "method": "the ωB97M-V functional and the def2-TZVPD basis",
  "e_above_lowest_ev": 5.369,
  "total_energy_ha": -339.3844,
  "charge": 0,
  "species": ["N", "C", "C", "N", "C", "C", "O", "H", "H", "H", "H"],
  "positions_angstrom": [[2.31, 0.17, -0.04], [1.05, 0.12, -0.02], [0.36, -1.18, -0.04], [-0.92, -1.20, -0.02], [-1.81, -0.05, 0.04], [-1.14, 1.11, 0.06], [0.24, 1.22, 0.02], [2.63, 1.15, -0.02], [0.96, -2.09, -0.08], [-2.06, -1.41, 0.01], [-1.58, 2.10, 0.11]]
}



Q: What is the formula in the second record?
A: C4H6FHgO4